[1]
A structure of composition C2HFOZn in a non-equilibrium geometry. Source: the OMol25 dataset; level of theory: ωB97M-V/def2-TZVPD.

```
6
Properties=species:S:1:pos:R:3
H 0.47 -1.45 0.36
O 1.48 0.00 -0.05
C 0.22 -0.51 -0.27
C -0.79 0.37 -0.08
F -2.05 -0.12 0.22
Zn 0.67 1.71 -0.18
```

The calculation puts the HOMO energy (spin up / spin down) at -0.2991 / -0.2991 Ha. The calculation puts the energy relative to the best compared isomer or geometry (same formula, charge and spin) at 4.9 kJ/mol. The orbital gap (spin up / spin down) is 6.3 / 6.3 eV.

natural (NBO) population analysis, charges in e, atoms 1 to 2: 0.25, -0.89

=====

[2]
An isolated molecule of C4H9Cl in a non-equilibrium geometry. Source: the OMol25 dataset; level of theory: ωB97M-V/def2-TZVPD.

```
14
Properties=species:S:1:pos:R:3
C 1.70 -0.65 -0.26
C 0.46 -0.42 0.60
C -0.29 0.62 -0.32
C -1.68 0.74 0.17
Cl -2.38 -0.83 -0.13
H 2.45 0.07 0.08
H 1.53 -0.29 -1.28
H 2.02 -1.72 -0.19
H 0.41 -0.29 1.77
H -0.12 -1.32 0.40
H -0.34 0.13 -1.30
H 0.18 1.61 -0.45
H -2.34 1.47 -0.34
H -1.61 0.88 1.26
```

The calculation puts the HOMO energy at -0.3783 Ha. The calculation puts the energy relative to the best compared isomer or geometry (same formula, charge and spin) at 135.2 kJ/mol. As for the SMILES: CCCCCl. The orbital gap is 11.4 eV.

natural (NBO) population analysis, charges in e, atoms 1 to 2: -0.61, -0.42

=====

[3]
An isolated molecule of C5H7N in a non-equilibrium geometry. Source: the OMol25 dataset; level of theory: ωB97M-V/def2-TZVPD.

```
13
Properties=species:S:1:pos:R:3
N -1.26 -1.52 -0.03
C 0.01 -0.82 0.05
C 0.01 0.13 1.23
C 0.47 1.34 0.88
C 0.77 1.29 -0.58
C 0.45 0.10 -1.07
H -1.90 -0.78 -0.22
H -1.29 -2.11 -0.87
H 0.79 -1.57 0.17
H -0.34 -0.26 2.20
H 0.56 2.21 1.49
H 1.13 2.16 -1.13
H 0.60 -0.16 -2.11
```

The calculation puts the HOMO energy at -0.3167 Ha. The calculation puts the energy relative to the best compared isomer or geometry (same formula, charge and spin) at 120.6 kJ/mol. As for the SMILES: NC1C=CC=C1. The orbital gap is 9.5 eV.

natural (NBO) population analysis, charges in e, atoms 1 to 2: -0.80, -0.14

=====

[4]
An isolated molecule of C2H6N2OS in a non-equilibrium geometry. Source: the OMol25 dataset; level of theory: ωB97M-V/def2-TZVPD.

```
12
Properties=species:S:1:pos:R:3
C 2.23 -0.78 -0.08
O 1.38 0.38 -0.12
N 0.08 -0.01 -0.17
C -0.71 0.98 -0.10
N -2.08 0.82 -0.08
S -2.86 -0.70 -0.19
H 3.26 -0.32 -0.17
H 1.97 -1.37 -0.98
H 2.08 -1.37 0.84
H -0.31 2.00 -0.15
H -2.65 1.62 0.20
H -2.39 -1.23 0.98
```

The calculation puts the HOMO energy at -0.3070 Ha. The calculation puts the energy relative to the best compared isomer or geometry (same formula, charge and spin) at 311.5 kJ/mol. As for the SMILES: CO/N=C/NS. The orbital gap is 9.2 eV.

natural (NBO) population analysis, charges in e, atoms 1 to 2: -0.25, -0.41

=====

[5]
A structure of composition C40H56Cl2N8O5PRbSSi. Source: the OMol25 dataset; level of theory: ωB97M-V/def2-TZVPD.

```
115
Properties=species:S:1:pos:R:3
Rb 0.00 -0.58 -0.14
Cl 3.84 -1.26 -6.67
C 3.61 -1.05 -4.95
C 2.55 -0.29 -4.50
C 2.28 -0.10 -3.14
N 1.11 0.53 -2.72
C 0.61 1.52 -3.42
O 1.06 2.17 -4.39
C -0.82 1.86 -3.01
C -1.66 2.35 -4.02
C -2.98 2.60 -3.74
C -3.44 2.37 -2.45
C -2.54 1.92 -1.51
N -1.26 1.66 -1.77
C 3.17 -0.69 -2.18
C 4.25 -1.45 -2.67
C 4.46 -1.63 -4.03
Cl 5.83 -2.61 -4.54
N 2.92 -0.43 -0.84
C 3.65 -0.98 0.11
O 4.61 -1.79 0.06
C 3.27 -0.53 1.52
C 4.10 -0.92 2.58
C 3.76 -0.58 3.87
C 2.59 0.14 4.09
C 1.83 0.50 2.99
N 2.17 0.19 1.73
H 1.91 0.19 -5.23
H -1.21 2.52 -4.99
H -3.66 2.96 -4.51
H -4.47 2.56 -2.19
H -2.85 1.74 -0.48
H 4.91 -1.90 -1.96
H 4.98 -1.50 2.33
H 4.38 -0.89 4.70
H 2.26 0.40 5.09
H 0.91 1.05 3.12
C 1.43 -3.22 2.63
S 0.56 -3.81 1.18
O 1.19 -3.13 0.02
C 1.26 -5.47 1.19
C 0.64 -6.50 1.87
C 1.19 -7.77 1.83
C 2.36 -8.00 1.10
C 2.96 -6.96 0.41
C 2.41 -5.68 0.45
H 2.50 -3.26 2.42
H 1.16 -3.83 3.49
H 1.10 -2.20 2.79
H -0.28 -6.31 2.42
H 0.72 -8.59 2.36
H 2.78 -8.99 1.07
H 3.86 -7.13 -0.16
H 2.85 -4.84 -0.08
C -3.10 -1.33 -5.09
N -1.97 -2.00 -4.48
C -0.66 -1.50 -4.91
P -1.97 -2.84 -3.05
O -1.21 -2.26 -1.94
N -3.61 -3.04 -2.74
C -4.21 -1.84 -2.12
C -3.99 -4.24 -2.01
N -1.38 -4.34 -3.41
C -0.22 -4.88 -2.70
C -1.79 -5.07 -4.58
H -2.98 -1.36 -6.18
H -3.18 -0.28 -4.78
H -4.03 -1.85 -4.83
H -0.57 -1.62 -5.99
H 0.14 -2.06 -4.42
H -0.52 -0.45 -4.64
H -3.79 -0.94 -2.57
H -4.03 -1.80 -1.05
H -5.29 -1.84 -2.30
H -3.63 -5.13 -2.52
H -5.08 -4.29 -1.96
H -3.61 -4.24 -0.98
H 0.09 -4.19 -1.92
H 0.62 -5.02 -3.40
H -0.46 -5.85 -2.26
H -2.65 -4.57 -5.05
H -2.09 -6.09 -4.33
H -0.99 -5.13 -5.33
O -5.35 -0.75 0.98
C -5.78 0.38 1.02
C -6.35 1.00 2.28
C -5.41 2.07 2.90
C -4.44 2.72 1.92
C -5.09 3.46 0.76
C -6.11 2.62 -0.02
N -5.80 1.20 -0.08
H -6.52 0.19 2.99
H -7.32 1.44 2.04
H -4.81 1.59 3.67
H -6.02 2.83 3.40
H -3.77 1.94 1.55
H -3.79 3.41 2.47
H -4.31 3.82 0.09
H -5.61 4.35 1.14
H -6.20 2.98 -1.04
H -7.11 2.73 0.42
H -5.26 0.85 -0.87
C -0.86 -1.90 4.80
Si -1.76 -0.54 3.72
C -1.61 0.89 5.04
C -3.56 -1.12 4.19
H -1.30 -1.91 5.81
H 0.22 -1.72 4.90
H -0.99 -2.91 4.37
H -1.82 0.51 6.05
H -2.33 1.69 4.82
H -0.62 1.36 5.05
H -3.62 -1.38 5.26
H -3.87 -1.99 3.60
H -4.30 -0.34 3.99
```

The calculation puts the HOMO energy at -0.0376 Ha. The charge is -2. The calculation puts the energy relative to the best compared isomer or geometry (same formula, charge and spin) at 416.7 kJ/mol. The orbital gap is 4.5 eV.

Mulliken population analysis, charges in e, atoms 1 to 2: 0.30, -0.29

=====

[6]
An isolated molecule of C22H25FN2O3S. Source: the OMol25 dataset; level of theory: ωB97M-V/def2-TZVPD.

```
54
Properties=species:S:1:pos:R:3
C -9.12 -1.94 0.04
C -7.81 -1.23 0.00
C -6.83 -1.51 0.94
C -5.61 -0.86 0.94
C -5.34 0.10 -0.03
N -4.14 0.81 -0.12
C -3.05 0.71 0.68
O -2.93 -0.06 1.61
C -1.90 1.62 0.32
C -0.65 1.26 0.83
C 0.47 2.01 0.57
S 2.07 1.46 1.18
O 1.89 0.87 2.47
O 3.00 2.54 1.03
N 2.42 0.30 0.03
C 2.50 -1.07 0.49
C 3.81 -1.37 1.24
C 5.00 -1.06 0.37
C 5.58 0.13 0.38
C 6.74 0.51 -0.49
C 7.39 -0.71 -1.14
C 6.31 -1.63 -1.69
C 5.46 -2.17 -0.55
C 0.40 3.17 -0.18
C -0.83 3.57 -0.68
C -1.95 2.79 -0.43
F -3.12 3.24 -0.94
C -6.32 0.39 -0.99
C -7.53 -0.27 -0.97
H -8.98 -3.01 0.11
H -9.70 -1.62 0.91
H -9.71 -1.73 -0.86
H -7.02 -2.25 1.70
H -4.86 -1.09 1.68
H -4.12 1.48 -0.87
H -0.58 0.37 1.45
H 3.26 0.57 -0.47
H 1.65 -1.23 1.15
H 2.40 -1.72 -0.39
H 3.81 -2.42 1.53
H 3.82 -0.75 2.13
H 5.21 0.91 1.04
H 7.47 1.06 0.11
H 6.38 1.20 -1.26
H 7.97 -1.25 -0.39
H 8.07 -0.39 -1.93
H 6.76 -2.46 -2.24
H 5.68 -1.07 -2.39
H 4.59 -2.70 -0.94
H 6.04 -2.89 0.04
H 1.30 3.74 -0.35
H -0.94 4.47 -1.25
H -6.12 1.14 -1.74
H -8.28 -0.03 -1.71
```

The calculation puts the HOMO energy at -0.3089 Ha. The calculation puts the energy relative to the best compared isomer or geometry (same formula, charge and spin) at 1.6 kJ/mol. As for the SMILES: Cc1ccc(NC(=O)c2cc(S(=O)(=O)NCCC3=CCCCC3)ccc2F)cc1. The orbital gap is 8.6 eV.

natural (NBO) population analysis, charges in e, atoms 1 to 2: -0.62, -0.03

=====

[7]
A structure of composition C20H29F4N3S in a non-equilibrium geometry. Source: the OMol25 dataset; level of theory: ωB97M-V/def2-TZVPD.

```
57
Properties=species:S:1:pos:R:3
C -1.87 3.58 -0.13
C -2.97 2.52 0.22
C -3.69 2.15 -1.13
C -4.40 0.77 -1.08
C -3.48 -0.48 -1.33
C -2.05 -0.15 -1.80
C -1.20 -1.38 -2.22
C -1.24 -2.60 -1.23
C 0.00 -2.57 -0.33
C 0.05 -1.68 0.69
F -1.04 -0.89 0.88
C 1.15 -1.48 1.61
C 0.99 -0.37 2.65
C 0.84 1.01 1.92
C 2.22 1.74 1.71
C 2.40 2.21 0.22
C 3.47 1.39 -0.57
N 2.94 0.25 -1.32
C 2.27 -2.29 1.49
C 3.44 -2.15 2.45
F 3.06 -2.08 3.75
F 4.31 -3.17 2.35
F 4.15 -1.02 2.16
C 2.24 -3.27 0.43
N 3.21 -4.17 0.16
S 2.74 -5.03 -1.11
N 1.26 -4.40 -1.44
C 1.14 -3.45 -0.52
H -0.97 3.04 -0.47
H -2.27 4.22 -0.94
H -1.66 4.26 0.71
H -2.56 1.63 0.73
H -3.68 3.05 0.88
H -4.49 2.91 -1.23
H -3.03 2.30 -2.00
H -5.28 0.77 -1.75
H -4.80 0.67 -0.06
H -3.46 -1.07 -0.40
H -3.98 -1.11 -2.09
H -1.53 0.50 -1.08
H -2.15 0.47 -2.72
H -0.15 -1.03 -2.24
H -1.41 -1.71 -3.25
H -1.14 -3.51 -1.84
H -2.18 -2.71 -0.67
H 0.04 -0.58 3.17
H 1.84 -0.29 3.34
H 0.39 0.92 0.92
H 0.14 1.64 2.51
H 2.15 2.67 2.31
H 3.05 1.10 2.05
H 2.75 3.26 0.25
H 1.44 2.22 -0.33
H 4.25 1.06 0.14
H 3.91 2.08 -1.31
H 2.16 -0.20 -0.86
H 2.73 0.47 -2.28
```

The calculation puts the HOMO energy at -0.3306 Ha. The orbital gap is 8.2 eV.

natural (NBO) population analysis, charges in e, atoms 1 to 2: -0.61, -0.40

=====

[8]
An isolated molecule of C7H7FN2O2 in a non-equilibrium geometry. Source: the OMol25 dataset; level of theory: ωB97M-V/def2-TZVPD.

```
19
Properties=species:S:1:pos:R:3
O -4.20 -1.59 0.37
N -3.83 -0.53 -0.09
O -4.16 0.09 -1.07
N -2.91 0.14 0.76
F -2.44 1.18 0.06
C -1.63 -0.68 1.30
C -0.47 -0.42 0.41
C 0.07 0.86 0.19
C 1.18 1.01 -0.61
C 1.81 -0.07 -1.22
C 1.16 -1.29 -1.11
C 0.01 -1.46 -0.35
H -2.05 -1.65 1.22
H -1.43 -0.33 2.21
H -0.42 1.68 0.72
H 1.55 2.12 -0.70
H 2.56 0.03 -1.86
H 1.54 -2.25 -1.55
H -0.44 -2.49 -0.28
```

The calculation puts the HOMO energy at -0.3593 Ha. The calculation puts the energy relative to the best compared isomer or geometry (same formula, charge and spin) at 274.5 kJ/mol. As for the SMILES: O=[N+]([O-])N(F)Cc1ccccc1. The orbital gap is 10.0 eV.

natural (NBO) population analysis, charges in e, atoms 1 to 2: -0.39, 0.60

=====

[9]
A structure of composition C3H2F2O in a non-equilibrium geometry. Source: the OMol25 dataset; level of theory: ωB97M-V/def2-TZVPD.

```
8
Properties=species:S:1:pos:R:3
C 0.37 -0.45 0.71
C -1.13 -0.56 0.30
C -0.89 0.82 -0.25
O 0.41 0.87 0.33
F -1.98 -1.52 0.01
F -1.69 1.81 0.19
H 1.13 -0.96 1.25
H -0.83 0.91 -1.34
```

The calculation puts the HOMO energy at -0.3196 Ha. The calculation puts the energy relative to the best compared isomer or geometry (same formula, charge and spin) at 276.1 kJ/mol. The orbital gap is 9.0 eV.

natural (NBO) population analysis, charges in e, atoms 1 to 2: 0.08, 0.23

=====

[10]
A cluster of 2 separate species, C5H7N2OS in total in a non-equilibrium geometry. Source: the OMol25 dataset; level of theory: ωB97M-V/def2-TZVPD.

```
16
Properties=species:S:1:pos:R:3
C 0.34 -1.60 0.49
C 0.11 0.44 1.57
C -0.89 0.85 -1.84
C 0.84 1.42 1.81
C -2.18 0.73 -1.58
N 1.20 -1.18 -0.32
N -0.38 -0.69 1.27
O 2.01 -1.91 -1.04
S 0.56 1.35 -1.96
H 0.16 -2.66 0.73
H 1.48 1.52 2.71
H 0.86 2.38 1.29
H -2.58 1.74 -1.48
H -2.82 -0.16 -1.76
H -1.33 -0.98 1.59
H 2.63 -1.25 -1.50
```

The calculation puts the HOMO energy at -0.4369 Ha. The charge is +1. The calculation puts the energy relative to the best compared isomer or geometry (same formula, charge and spin) at 588.4 kJ/mol. The orbital gap is 7.0 eV.

natural (NBO) population analysis, charges in e, atoms 1 to 2: 0.11, 0.51

=====

[11]
An isolated molecule of C6H11NS in a non-equilibrium geometry. Source: the OMol25 dataset; level of theory: ωB97M-V/def2-TZVPD.

```
19
Properties=species:S:1:pos:R:3
C -0.56 -2.73 0.92
C -0.28 -1.44 0.13
S 0.77 -1.41 -1.13
N -1.02 -0.40 0.60
C -1.03 0.93 0.09
C 0.01 1.81 0.11
C -0.17 3.17 -0.52
C 1.33 1.46 0.77
H -0.80 -3.53 0.23
H 0.37 -3.02 1.39
H -1.43 -2.59 1.63
H -1.65 -0.66 1.33
H -1.99 1.21 -0.43
H 0.08 3.97 0.19
H -1.20 3.26 -0.85
H 0.49 3.38 -1.39
H 1.76 2.31 1.29
H 2.08 1.17 0.03
H 1.25 0.62 1.49
```

The calculation puts the HOMO energy at -0.2979 Ha. The calculation puts the energy relative to the best compared isomer or geometry (same formula, charge and spin) at 22.7 kJ/mol. As for the SMILES: CC(=S)NC=C(C)C. The orbital gap is 8.9 eV.

natural (NBO) population analysis, charges in e, atoms 1 to 2: -0.67, 0.13

=====

[12]
A cluster of 2 separate species, C23H58BN5O7P3S2Si in total. Source: the OMol25 dataset; level of theory: ωB97M-V/def2-TZVPD.

```
100
Properties=species:S:1:pos:R:3
C -1.03 -10.46 0.92
C -1.93 -9.86 -0.17
C -1.28 -9.86 -1.56
C -0.07 -8.92 -1.72
C -0.21 -7.56 -1.03
C 0.46 -6.43 -1.80
C 0.16 -5.06 -1.18
C 0.30 -3.91 -2.21
C 1.09 -2.68 -1.75
N 0.23 -1.57 -1.24
C -0.42 -1.84 -0.08
N -1.48 -2.63 -0.13
S -2.49 -3.14 1.15
N 0.09 -1.20 1.01
P 0.41 -2.02 2.50
S 1.40 -3.65 2.36
C 1.00 -0.06 0.51
C 2.46 -0.26 0.94
C 2.99 0.47 2.18
O 3.38 1.76 1.78
Si 3.86 2.95 2.86
C 3.07 2.71 4.54
C 5.72 3.00 2.96
C 3.26 4.55 2.13
P 0.13 1.39 1.30
O 0.54 2.77 1.09
C 0.70 -0.16 -1.04
B -0.59 0.73 -1.58
O -1.67 0.02 -2.07
O -0.54 2.06 -1.57
C -1.73 2.88 -1.52
C -1.40 4.23 -0.92
P 2.03 0.50 -2.12
N 2.45 1.91 -1.67
O 1.32 0.50 -3.56
O 3.15 -0.65 -2.16
H -1.26 -11.51 1.07
H 0.03 -10.38 0.66
H -1.20 -9.97 1.88
H -2.84 -10.46 -0.24
H -2.26 -8.86 0.12
H -2.03 -9.66 -2.32
H -0.93 -10.88 -1.74
H 0.82 -9.44 -1.36
H 0.07 -8.74 -2.79
H 0.21 -7.59 -0.02
H -1.27 -7.31 -0.95
H 1.54 -6.57 -1.77
H 0.11 -6.45 -2.84
H -0.86 -5.09 -0.79
H 0.86 -4.89 -0.36
H -0.68 -3.60 -2.59
H 0.83 -4.30 -3.07
H 1.63 -2.29 -2.59
H 1.81 -2.97 -0.97
H -1.72 -2.95 -1.06
H -1.78 -4.24 1.46
H -0.83 -2.16 3.09
H 1.02 -0.98 3.22
H 2.65 -1.33 1.04
H 3.11 0.08 0.14
H 3.85 -0.10 2.55
H 2.27 0.51 3.00
H 3.01 3.69 5.02
H 2.05 2.35 4.46
H 3.63 2.03 5.19
H 6.09 3.02 1.93
H 6.02 3.93 3.43
H 6.18 2.15 3.47
H 3.44 5.40 2.78
H 3.73 4.71 1.16
H 2.19 4.45 1.93
H 0.14 0.97 2.65
H -1.19 1.08 0.90
H -1.99 0.37 -2.91
H -2.10 3.02 -2.54
H -2.51 2.37 -0.96
H -1.39 4.20 0.17
H -0.45 4.60 -1.28
H -2.17 4.94 -1.22
H 3.41 2.03 -1.38
H 1.18 1.44 -3.78
H 3.93 -0.36 -2.66
C -3.94 7.06 0.27
C -2.74 7.84 -0.24
C -2.84 9.36 -0.02
O -3.71 10.02 -0.91
C -5.08 10.02 -0.55
N -2.51 7.51 -1.65
H -4.80 7.18 -0.38
H -3.71 6.00 0.32
H -4.23 7.39 1.27
H -1.86 7.51 0.32
H -1.86 9.80 -0.19
H -3.12 9.58 1.02
H -5.21 10.07 0.53
H -5.60 9.13 -0.92
H -5.54 10.90 -1.00
H -1.65 7.94 -1.97
H -3.24 7.96 -2.20
```

The calculation puts the HOMO energy at -0.3932 Ha. The charge is +1. The calculation puts the energy relative to the best compared isomer or geometry (same formula, charge and spin) at 30.1 kJ/mol. The orbital gap is 7.3 eV.

Mulliken population analysis, charges in e, atoms 1 to 2: -1.21, -0.29